Record 1
This record from the Open Molecules 2025 dataset describes C4H6N2O in the gas phase. The level of theory is wB97M-V/def2-TZVPD.

Properties
molar mass = 98.1 g/mol
SMILES string = N[C@@H]1NC=CC1=O
relative energy (zero: lowest compared OMol25 entry of this formula, charge and spin) = 21.7 kcal/mol
multiplicity = 1
E = -340.7603 Eh
orbital gap = 0.3432 hartree
HOMO energy = -8.7 eV

Geometry (Å):
N1 1.919 0.609 0.023
C1 0.636 0.114 -0.397
C2 0.021 -1.122 0.311
O1 0.680 -2.076 0.678
C3 -1.411 -0.856 0.383
C4 -1.588 0.442 0.027
N2 -0.424 1.099 -0.269
H1 2.631 -0.065 -0.242
H2 1.950 0.685 1.036
H3 0.724 -0.195 -1.451
H4 -2.171 -1.538 0.738
H5 -2.524 0.989 -0.017
H6 -0.413 1.930 -0.839

Record 2
This record from the Open Molecules 2025 dataset describes 2 unconnected molecules or ions with the total composition C4H6N2O. The level of theory is wB97M-V/def2-TZVPD.

Properties
molar mass = 98.1 g/mol
relative energy (zero: lowest compared OMol25 entry of this formula, charge and spin) = 142.4 kcal/mol
multiplicity = 1
E = -340.5679 Eh
orbital gap = 0.3544 hartree
HOMO energy = -9.5 eV

Geometry (Å):
N1 -0.588 1.731 -1.123
C1 0.045 0.670 -0.984
O1 0.468 -0.311 -1.934
C2 0.883 -1.209 -1.007
C3 0.581 -0.208 0.092
C4 1.393 0.194 1.271
N2 0.099 -0.436 1.434
H1 -0.803 1.930 -2.100
H2 -2.314 -1.264 -0.519
H3 -1.801 -1.794 -0.420
H4 1.496 1.263 1.447
H5 2.244 -0.424 1.546
H6 -0.625 0.246 1.652

Record 3
This record from the Open Molecules 2025 dataset describes C4H6N2O in the gas phase. The level of theory is wB97M-V/def2-TZVPD.

Properties
molar mass = 98.1 g/mol
SMILES string = COc1cnc[nH]1
relative energy (zero: lowest compared OMol25 entry of this formula, charge and spin) = 31.2 kcal/mol
multiplicity = 1
E = -340.7451 Eh
orbital gap = 0.3331 hartree
HOMO energy = -8.2 eV

Geometry (Å):
C1 -2.175 -0.041 -0.120
O1 -1.060 -0.919 -0.035
C2 0.122 -0.281 -0.014
C3 0.548 0.919 -0.506
N1 1.904 1.049 -0.301
C4 2.275 -0.043 0.306
N2 1.221 -0.893 0.523
H1 -1.905 0.938 -0.506
H2 -2.533 0.221 0.890
H3 -2.875 -0.540 -0.802
H4 -0.037 1.667 -1.022
H5 3.290 -0.302 0.575
H6 1.224 -1.775 1.012

Record 4
This record from the Open Molecules 2025 dataset describes C4H6N2O in the gas phase in a non-equilibrium geometry. The level of theory is wB97M-V/def2-TZVPD.

Properties
molar mass = 98.1 g/mol
SMILES string = C=C(C#N)NCO
relative energy (zero: lowest compared OMol25 entry of this formula, charge and spin) = 96.8 kcal/mol
multiplicity = 1
E = -340.6407 Eh
orbital gap = 0.3547 hartree
HOMO energy = -9.2 eV

Geometry (Å):
C1 1.366 1.036 1.978
C2 -0.952 1.163 0.765
C3 0.242 0.806 0.498
C4 -0.306 -1.086 -0.904
N1 1.835 1.279 2.993
N2 0.688 -0.128 -0.407
O1 -0.311 -0.991 -2.284
H1 -1.698 1.130 -0.137
H2 -1.281 1.652 1.595
H3 -1.320 -0.766 -0.532
H4 -0.113 -2.020 -0.379
H5 1.711 -0.308 -0.536
H6 0.139 -1.768 -2.650

Record 5
This record from the Open Molecules 2025 dataset describes C4H6N2O in the gas phase. The level of theory is wB97M-V/def2-TZVPD.

Properties
molar mass = 98.1 g/mol
relative energy (zero: lowest compared OMol25 entry of this formula, charge and spin) = 26.8 kcal/mol
multiplicity = 1
E = -340.7522 Eh
orbital gap = 0.2888 hartree
HOMO energy = -7.2 eV

Geometry (Å):
C1 1.579 0.950 -0.299
O1 1.162 -1.800 -0.735
C2 0.211 -1.146 -0.300
C3 -1.118 -1.416 0.065
N1 -1.695 -0.229 0.487
C4 -0.829 0.773 0.416
N2 0.325 0.278 -0.049
H1 2.168 0.231 -0.874
H2 2.107 1.171 0.634
H3 1.437 1.868 -0.874
H4 -1.660 -2.346 0.051
H5 -2.648 -0.133 0.799
H6 -1.039 1.798 0.680

Record 6
This record from the Open Molecules 2025 dataset describes C4H6N2O in the gas phase in a non-equilibrium geometry. The level of theory is wB97M-V/def2-TZVPD.

Properties
molar mass = 98.1 g/mol
SMILES string = C=C1CCON=N1
relative energy (zero: lowest compared OMol25 entry of this formula, charge and spin) = 118.4 kcal/mol
multiplicity = 1
E = -340.6062 Eh
orbital gap = 0.3662 hartree
HOMO energy = -9.2 eV

Geometry (Å):
C1 0.429 0.747 -0.023
C2 1.238 1.718 -0.283
C3 0.470 -0.635 0.438
C4 -0.668 -1.386 -0.289
N1 -1.177 1.298 0.101
N2 -2.050 0.523 -0.033
O1 -1.966 -0.831 -0.273
H1 0.684 2.616 -0.489
H2 2.368 1.757 -0.156
H3 1.417 -1.081 0.485
H4 0.203 -0.654 1.490
H5 -0.262 -1.759 -1.313
H6 -0.685 -2.314 0.344

Record 7
This record from the Open Molecules 2025 dataset describes C4H6N2O in the gas phase in a non-equilibrium geometry. The level of theory is wB97M-V/def2-TZVPD.

Properties
molar mass = 98.1 g/mol
SMILES string = C#C/C(=N/N)OC
relative energy (zero: lowest compared OMol25 entry of this formula, charge and spin) = 126.6 kcal/mol
multiplicity = 1
E = -340.5932 Eh
orbital gap = 0.3362 hartree
HOMO energy = -8.2 eV

Geometry (Å):
C1 -0.754 -1.622 -0.874
C2 0.076 0.482 0.353
C3 -0.183 1.269 -0.799
C4 -0.504 2.161 -1.599
H1 -0.275 -1.595 -1.893
H2 -1.228 -2.592 -0.499
H3 -1.813 -1.051 -0.889
H4 1.591 -0.663 1.836
H5 1.832 0.420 3.027
H6 -0.736 2.837 -2.465
N1 0.656 1.103 1.337
N2 1.253 0.204 2.255
O1 0.085 -0.953 0.211

Record 8
This record from the Open Molecules 2025 dataset describes C4H6N2O in the gas phase in a non-equilibrium geometry. The level of theory is wB97M-V/def2-TZVPD.

Properties
molar mass = 98.1 g/mol
SMILES string = [H]/N=C/OCCC#N
relative energy (zero: lowest compared OMol25 entry of this formula, charge and spin) = 36.5 kcal/mol
multiplicity = 1
E = -340.7368 Eh
orbital gap = 0.4110 hartree
HOMO energy = -10.4 eV

Geometry (Å):
N1 0.258 -0.816 1.568
C1 0.427 -1.521 0.534
O1 0.614 -1.044 -0.705
C2 0.650 0.347 -1.020
C3 -0.212 1.306 -0.183
C4 -1.540 0.720 -0.002
N2 -2.567 0.188 0.016
H1 0.055 -1.410 2.368
H2 0.433 -2.614 0.481
H3 0.272 0.380 -2.045
H4 1.693 0.679 -1.020
H5 0.249 1.558 0.774
H6 -0.332 2.226 -0.767